Computed, not measured: the molecule C4H8OS3 in a non-equilibrium geometry, with wB97M-V/def2-TZVPD.

CARTESIAN COORDINATES (ANGSTROEM)
S 1.53 1.59 0.85
S -0.16 -2.00 -2.26
S -0.53 0.37 2.50
O -1.42 -0.79 -0.15
C 0.78 -0.68 -1.23
C 0.28 0.45 0.86
C -0.30 0.06 -0.40
C -0.66 1.47 -1.00
H -2.02 -0.89 -1.02
H -1.23 2.03 -0.31
H 1.59 -1.21 -0.52
H 0.15 2.16 -1.18
H -1.52 1.31 -1.82
H 0.19 -2.98 -1.26
H 1.42 -0.11 -1.91
H -1.22 -1.09 2.30

- E_HOMO: -8.745 eV
- Energy relative to the best compared isomer or geometry (same formula, charge and spin): 302.0 kJ/mol
- 2S+1: 1
- HOMO-LUMO gap: 8.090 eV
- Lowest unoccupied orbital energy: -0.655 eV
- Energy: -1426.89629 hartree

Computed, not measured: a 9-piece molecular cluster, H17O9 overall in a non-equilibrium geometry, with wB97M-V/def2-TZVPD.

CARTESIAN COORDINATES (ANGSTROEM)
O -1.83 0.00 1.01
O -1.18 -2.18 2.43
O -0.98 -0.23 -1.31
O 1.65 3.31 -0.67
O 2.13 0.59 -2.75
O 1.00 -3.83 1.47
O -0.42 1.23 2.86
O -1.59 2.48 -2.11
O 1.40 -1.48 -0.86
H 2.27 2.86 -0.22
H 1.71 -0.18 -2.51
H 1.03 2.74 -1.07
H 0.44 -3.49 2.14
H -2.67 -0.42 0.93
H -1.77 -1.60 1.90
H -0.86 0.82 2.18
H -1.44 1.61 -1.60
H -0.65 -1.64 2.79
H 1.65 -1.06 0.06
H -0.80 2.11 2.78
H -0.30 0.29 -1.90
H -1.94 1.87 -2.93
H 0.48 -1.20 -1.00
H 1.72 1.43 -2.60
H 1.24 -3.33 0.60
H -1.58 0.10 -0.16

- E_HOMO: -6.603 eV
- Energy relative to the best compared isomer or geometry (same formula, charge and spin): 307.7 kJ/mol
- Net charge: -1
- 2S+1: 1
- HOMO-LUMO gap: 9.832 eV
- Lowest unoccupied orbital energy: 3.229 eV
- Energy: -687.33492 hartree

Computed, not measured: the molecule C3H7N3S in a non-equilibrium geometry, with wB97M-V/def2-TZVPD.

CARTESIAN COORDINATES (ANGSTROEM)
S 1.30 1.15 2.41
N -1.01 -0.04 -0.36
N -1.20 -0.59 -1.63
N -1.25 0.23 1.86
C 0.12 0.59 1.52
C 0.14 0.16 0.03
C 1.47 0.07 -0.82
H -2.00 -1.31 -1.71
H 1.55 0.37 -1.91
H 2.06 -1.02 -0.60
H 2.35 0.73 -0.59
H -1.79 -0.35 1.16
H -1.49 0.84 2.64
H -0.25 -0.82 -1.99

- E_HOMO: -8.529 eV
- Energy relative to the best compared isomer or geometry (same formula, charge and spin): 352.6 kJ/mol
- 2S+1: 1
- HOMO-LUMO gap: 8.742 eV
- Lowest unoccupied orbital energy: 0.213 eV
- Energy: -680.84795 hartree

Computed, not measured: C3H11NS2 as an isolated structure in a non-equilibrium geometry, with wB97M-V/def2-TZVPD.

CARTESIAN COORDINATES (ANGSTROEM)
S -1.70 -0.08 -0.77
S 1.43 0.32 -0.98
N -0.29 -1.12 1.41
C 1.02 -0.39 1.56
C 1.98 -0.62 0.43
C -1.83 1.65 -0.25
H -0.18 -2.08 1.09
H -2.63 2.06 -0.91
H -1.33 -0.59 0.76
H -0.05 -0.11 -1.09
H -0.89 2.27 -0.32
H -0.75 -1.16 2.32
H 2.10 -1.74 0.24
H 2.94 -0.19 0.70
H 0.77 0.64 1.76
H -2.17 1.71 0.78
H 1.55 -0.71 2.48

- E_HOMO (alpha / beta): 1.263 / -4.014 eV
- Energy relative to the best compared isomer or geometry (same formula, charge and spin): 294.7 kJ/mol
- Net charge: -1
- 2S+1: 2
- HOMO-LUMO gap (alpha / beta): 1.979 / 7.461 eV
- Lowest unoccupied orbital energy (alpha / beta): 3.242 / 3.447 eV
- Energy: -971.89570 hartree